72
Properties=species:S:1:pos:R:3:lowdin_charge:R:1 method="wB97M-V/def2-TZVPD" charge=+2 orbital_gap_ev="3.7306 / 4.1591" spin_multiplicity=2 e_homo_ev="-12.4 / -12.4" de_lowest_kj_mol=145.9
Re -0.305 -1.099 -0.106 1.884
O 0.932 1.207 3.744 0.196
C 0.858 0.503 2.670 -0.434
O 0.132 0.734 1.712 0.005
C 1.776 -0.682 2.587 -0.126
C 2.833 -0.943 3.451 0.070
C 3.664 -2.017 3.158 0.027
C 3.415 -2.806 2.039 0.067
C 2.318 -2.482 1.245 -0.154
N 1.529 -1.454 1.537 0.113
C 1.860 -3.162 -0.020 -0.454
O 2.430 -4.240 -0.481 0.222
O 0.656 -2.961 -0.350 -0.068
H 0.215 1.929 3.745 0.110
H 2.993 -0.315 4.314 0.141
H 4.510 -2.233 3.793 0.135
H 4.055 -3.647 1.816 0.135
H 3.358 -4.362 -0.226 0.158
C -3.383 -1.833 2.902 0.004
C -2.131 -1.816 2.288 -0.082
N -1.980 -1.677 0.982 -0.046
C -3.097 -1.581 0.218 -0.157
C -4.399 -1.562 0.749 -0.114
C -4.521 -1.677 2.145 0.070
C -5.494 -1.397 -0.148 0.030
C -5.306 -1.299 -1.490 0.028
C -4.002 -1.382 -2.061 -0.108
C -3.720 -1.339 -3.439 0.069
C -2.413 -1.444 -3.864 0.020
C -1.385 -1.538 -2.922 -0.040
N -1.626 -1.545 -1.628 -0.046
C -2.902 -1.506 -1.188 -0.148
H -3.441 -1.933 3.973 0.132
H -1.232 -1.921 2.877 0.131
H -5.496 -1.647 2.604 0.143
H -6.487 -1.338 0.270 0.136
H -6.142 -1.144 -2.155 0.135
H -4.531 -1.235 -4.143 0.142
H -2.166 -1.426 -4.914 0.131
H -0.351 -1.605 -3.228 0.140
F -0.739 2.990 -1.963 0.155
C -2.035 2.788 -1.743 -0.646
F -2.674 3.936 -1.768 0.202
F -2.485 2.006 -2.731 0.148
S -2.232 1.805 -0.155 0.680
O -1.234 0.774 -0.484 -0.424
O -3.565 1.307 -0.110 -0.218
N -1.794 2.778 0.970 -0.248
S -2.103 2.236 2.435 0.692
O -2.384 0.826 2.427 -0.296
O -1.133 2.693 3.393 -0.243
C -3.717 3.116 2.879 -0.650
F -4.743 2.283 2.738 0.156
F -3.884 4.144 2.060 0.162
F -3.699 3.548 4.129 0.177
O 2.929 -1.793 -1.004 0.067
C 2.469 -0.665 -1.311 -0.480
O 1.247 -0.352 -1.244 -0.137
C 3.386 0.432 -1.736 -0.127
C 2.830 1.708 -1.954 -0.006
C 3.610 2.807 -2.261 0.039
C 4.976 2.598 -2.341 -0.182
O 5.961 3.457 -2.606 0.081
C 7.169 2.738 -2.554 -0.123
O 6.869 1.393 -2.263 0.064
C 5.538 1.310 -2.130 -0.188
C 4.762 0.213 -1.830 0.079
H 1.759 1.826 -1.877 0.105
H 3.182 3.780 -2.439 0.128
H 7.818 3.161 -1.769 0.152
H 7.699 2.800 -3.520 0.153
H 5.188 -0.766 -1.695 0.132

59
Properties=species:S:1:pos:R:3:lowdin_charge:R:1 method="wB97M-V/def2-TZVPD" charge=-2 orbital_gap_ev=5.4172 e_homo_ev=-1.6
Na 0.099 0.118 0.207 0.305
O 4.326 -0.384 -1.113 0.033
C 4.708 0.883 -0.912 -0.287
C 6.075 1.178 -0.874 -0.040
C 6.507 2.477 -0.676 -0.129
C 5.584 3.508 -0.508 -0.129
C 4.229 3.213 -0.543 -0.050
C 3.767 1.917 -0.742 -0.074
C 2.299 1.590 -0.765 -0.438
O 1.974 0.343 -0.893 -0.087
N 1.491 2.611 -0.665 0.051
N 0.165 2.251 -0.470 -0.018
C -0.737 2.902 -1.078 -0.109
C -2.173 2.609 -0.900 -0.146
C -3.081 3.640 -1.122 -0.108
C -4.451 3.489 -0.957 -0.167
C -4.924 2.232 -0.561 -0.154
C -4.062 1.174 -0.360 -0.049
C -2.642 1.285 -0.530 -0.395
O -1.877 0.280 -0.393 -0.111
H 3.308 -0.335 -1.094 0.054
H 6.776 0.361 -1.002 0.102
H 7.571 2.689 -0.647 0.084
H 5.920 4.526 -0.348 0.080
H 3.483 3.987 -0.413 0.096
H -0.456 3.724 -1.748 0.108
H -2.685 4.608 -1.425 0.091
H -5.129 4.318 -1.124 0.065
H -5.991 2.083 -0.417 0.078
H -4.436 0.199 -0.068 0.092
Br 5.942 -6.779 0.254 0.663
C 4.422 -6.611 1.391 -0.709
C 4.215 -5.439 2.100 -0.124
C 3.107 -5.323 2.927 -0.026
C 2.195 -6.379 3.073 -0.330
C 2.443 -7.550 2.350 -0.059
C 3.538 -7.670 1.507 -0.151
N 1.159 -6.418 4.024 0.004
N 0.499 -5.384 4.391 0.019
C 0.321 -4.227 3.694 -0.280
C -0.043 -3.135 4.525 -0.050
C -0.089 -1.842 4.103 -0.027
C 0.216 -1.484 2.741 -0.345
O 0.318 -0.315 2.363 0.017
C 0.358 -2.639 1.794 -0.111
N 0.385 -2.323 0.484 0.137
C 0.426 -3.293 -0.406 -0.118
C 0.385 -4.642 -0.047 -0.052
C 0.361 -4.975 1.283 -0.021
C 0.396 -3.967 2.264 -0.105
H 4.899 -4.608 1.993 0.101
H 2.943 -4.397 3.461 0.117
H 1.751 -8.377 2.469 0.103
H 3.704 -8.580 0.947 0.089
H -0.232 -3.380 5.565 0.100
H -0.322 -1.032 4.782 0.100
H 0.466 -2.991 -1.448 0.113
H 0.363 -5.408 -0.812 0.097
H 0.299 -6.010 1.583 0.102

62
Properties=species:S:1:pos:R:3:lowdin_charge:R:1 method="wB97M-V/def2-TZVPD" charge=-2 orbital_gap_ev="3.8122 / 5.2910" spin_multiplicity=2 e_homo_ev="0.5 / -1.0" de_lowest_kj_mol=213.0
Hg -0.124 -0.045 -0.716 1.169
O -3.901 0.113 -2.967 -0.009
C -2.771 0.214 -2.480 -0.458
N -2.305 -0.547 -1.437 0.004
C -3.054 -1.378 -0.719 -0.248
C -4.067 -2.199 -1.215 -0.061
C -4.551 -3.247 -0.448 -0.162
C -3.991 -3.657 0.797 -0.136
C -3.041 -2.815 1.375 -0.059
C -2.608 -1.663 0.676 -0.264
N -1.698 -0.880 1.232 0.041
C -1.606 -0.794 2.613 -0.450
O -1.857 -1.577 3.541 -0.034
C -1.120 0.538 3.063 -0.204
C -0.961 0.720 4.475 -0.014
C -0.688 1.972 4.926 -0.107
C -0.541 3.010 4.003 -0.114
C -0.807 2.793 2.664 -0.138
N -0.958 1.524 2.221 0.121
C -1.701 1.182 -2.996 -0.182
C -1.802 1.929 -4.195 0.008
C -0.885 2.940 -4.466 -0.099
C 0.188 3.134 -3.697 -0.093
C 0.208 2.466 -2.479 -0.118
N -0.748 1.580 -2.133 -0.010
H -4.683 -2.041 -2.087 0.087
H -5.455 -3.741 -0.729 0.059
H -4.436 -4.474 1.467 0.092
H -2.556 -2.830 2.369 0.079
H -1.056 -0.108 5.132 0.092
H -0.635 2.261 5.997 0.102
H -0.277 4.012 4.344 0.085
H -0.895 3.655 1.971 0.110
H -2.698 1.747 -4.745 0.099
H -1.102 3.640 -5.262 0.101
H 1.039 3.793 -3.905 0.110
H 1.029 2.770 -1.739 0.123
O 1.415 1.471 0.072 -0.240
C 2.280 1.317 1.068 -0.333
C 2.731 2.465 1.762 -0.046
C 3.723 2.340 2.728 -0.125
C 4.367 1.124 2.999 -0.135
C 3.922 -0.042 2.332 -0.074
C 2.940 0.024 1.342 -0.088
C 2.571 -1.171 0.562 -0.252
N 1.394 -1.516 0.031 0.006
C 1.479 -2.880 -0.357 -0.110
C 2.705 -3.373 -0.030 -0.075
N 3.375 -2.298 0.634 0.082
H 2.160 3.346 1.655 0.085
H 4.033 3.291 3.237 0.101
H 5.112 1.069 3.792 0.075
H 4.314 -1.005 2.635 0.090
H 0.705 -3.376 -0.921 0.105
H 3.097 -4.345 -0.095 0.079
H 4.367 -2.227 0.855 0.139
Cl 3.050 0.044 -5.192 0.166
C 2.085 -1.567 -5.072 -1.693
Cl 0.691 -1.321 -6.298 0.436
Cl 2.860 -2.980 -5.168 0.639
C 1.263 -1.340 -3.926 -0.490
N 0.481 -1.043 -3.098 0.135

55
Properties=species:S:1:pos:R:3:lowdin_charge:R:1 method="wB97M-V/def2-TZVPD" orbital_gap_ev="5.4845 / 7.0053" spin_multiplicity=4 e_homo_ev="-5.9 / -7.6" de_lowest_kj_mol=10.1
Co 1.817 -0.455 0.437 0.710
Cl 2.603 2.599 -6.011 0.651
C 2.635 1.663 -4.546 -0.675
C 3.505 0.571 -4.443 -0.093
C 3.540 -0.180 -3.297 -0.002
C 2.709 0.116 -2.193 -0.326
O 2.777 -0.648 -1.139 -0.127
C 1.840 1.232 -2.309 -0.122
C 0.958 1.660 -1.256 -0.022
N 0.843 1.105 -0.105 0.084
C -0.088 1.592 0.883 -0.311
C -0.499 3.001 0.957 -0.022
C -0.908 3.480 2.159 -0.084
C -0.857 2.740 3.373 -0.032
C -0.298 1.472 3.438 -0.154
C -0.016 0.750 4.598 -0.037
C 0.766 -0.411 4.532 -0.094
C 1.371 -0.750 3.337 -0.163
N 1.155 -0.099 2.185 -0.009
C 0.062 0.808 2.160 -0.298
C 1.820 1.988 -3.498 -0.065
H 4.148 0.326 -5.277 0.108
H 4.208 -1.026 -3.208 0.119
H 0.345 2.532 -1.478 0.129
H -0.491 3.634 0.082 0.092
H -1.258 4.505 2.211 0.103
H -1.176 3.219 4.290 0.105
H -0.343 1.138 5.555 0.109
H 1.012 -0.968 5.424 0.093
H 2.114 -1.540 3.303 0.112
H 1.150 2.835 -3.578 0.115
N -1.082 0.560 1.274 0.148
C -1.344 -0.565 0.499 -0.135
C -2.283 -0.427 -0.565 -0.162
C -2.904 0.818 -0.814 -0.018
C -3.791 0.964 -1.862 -0.086
C -4.095 -0.110 -2.692 -0.095
C -3.503 -1.346 -2.452 -0.088
C -2.614 -1.509 -1.409 -0.030
C -0.607 -1.823 0.747 -0.191
C 0.341 -2.246 -0.199 -0.103
C 1.197 -3.310 0.082 -0.065
C 1.064 -4.004 1.278 -0.078
C 0.072 -3.638 2.178 -0.068
C -0.752 -2.551 1.924 -0.018
H -2.689 1.652 -0.159 0.103
H -4.260 1.925 -2.033 0.102
H -4.792 0.011 -3.511 0.098
H -3.741 -2.192 -3.086 0.102
H -2.170 -2.481 -1.233 0.109
H 0.371 -1.759 -1.168 0.126
H 1.946 -3.598 -0.645 0.114
H 1.722 -4.833 1.500 0.105
H -0.044 -4.188 3.103 0.111
H -1.485 -2.237 2.656 0.129